The following is a quantum chemistry calculation of C16H12MoN3O8S3 as an isolated structure, from OMol25.

Results
F_max = 0.10 eV/A
ΔE to the lowest compared entry with this formula, charge and spin = 0.0 kcal/mol
Lowest unoccupied orbital energy (spin up / spin down) = -4.0 / -4.3 eV
Gap between HOMO and LUMO (spin up / spin down) = 0.299 / 0.306 Ha
<S²> = 2.013
Multiplicity = 3
Total charge = +1

Each line ends with the Löwdin spin population.
Geometry (Å):
1 Mo -0.07495 -0.12618 1.80197  1.751
2 O 0.97157 -2.02382 2.05319  0.018
3 S 2.31645 -1.46338 1.73168  0.007
4 O 3.18265 -2.28568 0.96455  0.000
5 O 1.91990 -0.16744 1.07578  0.026
6 C 3.08995 -1.07360 3.27848  0.002
7 C 4.35124 -1.61335 3.45328  0.000
8 C 5.04691 -1.40992 4.64086  0.000
9 C 4.47511 -0.66965 5.65305  0.000
10 C 3.20681 -0.11992 5.48510  0.000
11 C 2.50457 -0.31048 4.31023  0.002
12 S 0.91793 0.50636 4.24477  0.007
13 O 0.94806 1.33578 2.99686  0.020
14 O 0.71995 1.18844 5.46670  0.000
15 O -0.10476 -0.53514 3.89093  0.034
16 H 4.78648 -2.19856 2.65634  0.000
17 H 6.03238 -1.83771 4.76122  0.000
18 H 5.00498 -0.50774 6.58142  0.000
19 H 2.75563 0.46848 6.27092  0.000
20 O -3.36174 2.13014 1.29547  0.011
21 C -2.27957 1.64356 1.18756  0.007
22 O -1.65602 0.92802 2.13129  0.035
23 C -1.42075 1.79041 -0.03771  0.009
24 C -1.77096 2.59490 -1.09763  -0.002
25 C -0.90457 2.66665 -2.17894  0.013
26 C 0.26646 1.92625 -2.15308  -0.002
27 C 0.54606 1.13381 -1.05465  0.012
28 N -0.28853 1.07116 -0.01198  0.002
29 H -2.70070 3.14362 -1.04777  0.000
30 H -1.13751 3.29439 -3.02833  0.001
31 H 0.97008 1.96029 -2.97233  0.000
32 H 1.44464 0.54027 -0.98906  0.000
33 S -1.71893 -1.70341 0.77099  0.009
34 C -0.76514 -2.67652 -0.25242  0.012
35 N -1.24549 -3.90964 -0.57472  0.008
36 C -0.57948 -4.76639 -1.37498  0.001
37 C 0.63086 -4.39489 -1.87470  0.006
38 C 1.08638 -3.11790 -1.51855  0.001
39 N 0.40823 -2.28262 -0.75590  0.012
40 H -2.13125 -4.18373 -0.16631  0.000
41 H -1.05389 -5.71818 -1.56640  0.000
42 H 1.20470 -5.05158 -2.50858  0.000
43 H 2.04786 -2.76227 -1.87172  0.000